(1)
{"formula": "C30H40N3P2SeTa", "method": "wB97M-V/def2-TZVPD", "e_lumo_ev": [-14.343, -14.349], "fmax_ev_per_a": 2.4, "charge": 4, "homo_ev": [-20.083, -20.082], "energy_ha": -4471.03269, "elements": ["Ta", "C", "C", "C", "P", "C", "C", "C", "C", "C", "C", "C", "C", "C", "N", "C", "C", "C", "C", "C", "C", "P", "C", "C", "C", "C", "C", "C", "H", "H", "H", "H", "H", "H", "H", "H", "H", "H", "H", "H", "H", "H", "H", "H", "H", "H", "H", "H", "H", "H", "H", "H", "H", "H", "H", "H", "H", "H", "H", "H", "H", "H", "H", "H", "Se", "N", "C", "C", "C", "C", "C", "C", "N", "H", "H", "H", "H"], "xyz": [[0.463, -0.227, -0.710], [-3.199, 3.144, -1.745], [-1.886, 2.539, -1.231], [-0.682, 3.469, -1.430], [-1.511, 0.930, -2.001], [-1.112, 0.997, -3.768], [-0.104, -0.135, -4.023], [-2.315, 0.928, -4.716], [-2.761, -0.290, -1.548], [-4.038, -0.275, -2.082], [-5.011, -1.152, -1.590], [-4.713, -2.010, -0.542], [-3.431, -2.046, -0.005], [-2.455, -1.220, -0.538], [-1.106, -1.262, -0.070], [-0.600, -2.215, 0.863], [-0.819, -3.588, 0.727], [-0.209, -4.436, 1.624], [0.640, -3.935, 2.629], [0.890, -2.579, 2.736], [0.248, -1.692, 1.866], [0.453, 0.098, 1.879], [2.034, 0.553, 2.648], [1.947, 0.637, 4.184], [2.584, 1.853, 2.046], [-1.042, 0.953, 2.484], [-0.849, 2.476, 2.434], [-1.457, 0.445, 3.875], [-3.391, 4.067, -1.195], [-4.059, 2.495, -1.589], [-3.128, 3.408, -2.802], [-1.993, 2.301, -0.166], [-0.615, 3.830, -2.458], [0.282, 3.001, -1.175], [-0.790, 4.344, -0.788], [-0.612, 1.964, -3.878], [-0.533, -1.114, -3.779], [0.839, 0.014, -3.462], [0.180, -0.168, -5.076], [-2.757, -0.070, -4.728], [-1.961, 1.143, -5.725], [-3.086, 1.663, -4.485], [-4.302, 0.417, -2.872], [-6.005, -1.143, -2.021], [-5.478, -2.663, -0.138], [-3.215, -2.712, 0.822], [-1.443, -3.977, -0.069], [-0.377, -5.505, 1.546], [1.097, -4.620, 3.334], [1.544, -2.215, 3.519], [2.680, -0.287, 2.366], [1.390, 1.521, 4.494], [2.960, 0.737, 4.575], [1.499, -0.238, 4.655], [2.030, 2.723, 2.398], [2.570, 1.856, 0.952], [3.620, 1.977, 2.364], [-1.807, 0.647, 1.762], [-0.237, 2.822, 3.268], [-1.822, 2.959, 2.530], [-0.389, 2.832, 1.507], [-0.758, 0.759, 4.648], [-1.572, -0.638, 3.917], [-2.428, 0.884, 4.116], [1.897, -2.728, -1.500], [2.322, -0.899, -1.243], [3.668, -0.843, -0.984], [4.433, 0.306, -0.827], [5.780, 0.135, -0.584], [6.417, -1.147, -0.453], [5.708, -2.286, -0.596], [4.299, -2.166, -0.873], [3.526, -3.205, -1.042], [4.015, 1.295, -0.956], [6.403, 1.020, -0.505], [7.483, -1.187, -0.263], [6.156, -3.271, -0.534]]}

(2)
{"formula": "C4H13N3S", "method": "wB97M-V/def2-TZVPD", "e_lumo_ev": [-3.054, -7.917], "e_above_lowest_ev": 1.466, "fmax_ev_per_a": 2.5, "s_squared": 0.7547, "charge": 1, "homo_ev": [-12.557, -12.476], "multiplicity": 2, "energy_ha": -722.32333, "elements": ["C", "N", "C", "N", "C", "C", "S", "N", "H", "H", "H", "H", "H", "H", "H", "H", "H", "H", "H", "H", "H"], "xyz": [[-0.431, -0.716, -0.132], [-0.032, -0.505, 1.219], [0.957, -1.409, 1.836], [1.532, -0.735, 2.933], [-0.774, 0.564, -0.900], [0.424, 1.000, -1.748], [0.613, 2.738, -2.099], [-1.930, 0.485, -1.738], [0.277, -1.309, -0.714], [-1.257, -1.450, -0.168], [-0.849, -0.329, 1.808], [1.656, -1.710, 1.062], [0.390, -2.293, 2.157], [2.392, -0.242, 2.764], [1.517, -1.195, 3.828], [-0.901, 1.320, -0.117], [1.347, 0.752, -1.215], [0.440, 0.319, -2.606], [-0.566, 2.975, -2.691], [-2.002, 1.358, -2.245], [-2.805, 0.385, -1.233]]}

(3)
{"formula": "C22H29CrF13FeO16S4", "method": "wB97M-V/def2-TZVPD", "e_lumo_ev": [-4.494, -3.981], "fmax_ev_per_a": 4.3, "s_squared": 15.7792, "charge": 1, "homo_ev": [-11.042, -11.042], "multiplicity": 8, "energy_ha": -7258.63739, "elements": ["Fe", "Cr", "C", "F", "F", "F", "S", "O", "O", "O", "C", "F", "F", "F", "S", "O", "O", "O", "C", "F", "F", "F", "S", "O", "O", "O", "C", "F", "F", "F", "S", "O", "O", "O", "F", "C", "C", "C", "C", "C", "C", "H", "H", "H", "H", "H", "C", "C", "O", "C", "H", "H", "H", "H", "H", "H", "C", "C", "O", "C", "H", "H", "H", "H", "H", "H", "C", "C", "O", "C", "H", "H", "H", "H", "H", "H", "C", "C", "O", "C", "H", "H", "H", "H", "H", "H"], "xyz": [[1.287, -3.417, 0.053], [1.790, 0.795, -0.304], [4.965, -1.477, 1.374], [4.711, -0.214, 1.725], [6.181, -1.621, 0.957], [4.754, -2.242, 2.425], [3.867, -1.821, -0.118], [2.622, -0.992, 0.097], [4.724, -1.320, -1.184], [3.414, -3.217, -0.173], [-2.327, -4.063, 1.409], [-2.438, -3.550, 0.259], [-2.155, -3.153, 2.400], [-3.477, -4.762, 1.693], [-0.758, -5.167, 1.555], [0.360, -4.089, 1.549], [-0.868, -5.815, 2.803], [-0.733, -5.988, 0.343], [-0.038, 0.856, 3.413], [0.504, 0.688, 4.562], [-1.267, 0.293, 3.291], [-0.118, 2.168, 3.147], [1.071, 0.059, 2.161], [1.298, -1.210, 2.709], [0.304, 0.098, 0.884], [2.135, 1.024, 1.918], [-1.546, -0.335, -2.041], [-1.616, 0.647, -1.187], [-2.335, -1.330, -1.566], [-1.954, 0.100, -3.197], [0.211, -0.973, -2.175], [0.476, -1.353, -3.515], [1.119, 0.239, -2.070], [0.349, -1.882, -1.075], [-3.969, 1.079, 2.519], [-4.513, 0.524, 1.377], [-4.742, 1.374, 0.300], [-5.356, 0.854, -0.828], [-5.735, -0.475, -0.821], [-5.428, -1.351, 0.239], [-4.873, -0.813, 1.388], [-4.472, 2.394, 0.452], [-5.667, 1.446, -1.715], [-6.319, -0.948, -1.617], [-5.579, -2.457, 0.191], [-4.692, -1.320, 2.334], [-1.149, 5.874, 3.219], [-2.264, 5.416, 2.302], [-1.964, 5.109, 1.193], [-3.709, 5.309, 2.744], [-0.216, 6.038, 2.724], [-1.052, 5.024, 3.969], [-1.530, 6.824, 3.775], [-4.169, 6.278, 2.566], [-3.775, 5.294, 3.840], [-4.361, 4.556, 2.258], [2.295, -6.534, -0.808], [1.320, -5.758, -1.651], [1.256, -4.552, -1.572], [0.402, -6.554, -2.501], [3.053, -6.876, -1.517], [1.872, -7.378, -0.330], [2.852, -5.923, -0.035], [0.337, -6.264, -3.546], [-0.497, -6.517, -1.917], [0.588, -7.615, -2.562], [0.813, 5.116, -0.653], [0.746, 3.676, -1.127], [1.342, 2.826, -0.468], [-0.188, 3.239, -2.215], [1.831, 5.356, -0.389], [0.126, 5.237, 0.195], [0.476, 5.765, -1.433], [0.041, 2.230, -2.554], [-0.203, 3.902, -3.031], [-1.241, 3.213, -1.839], [5.521, 2.201, -1.810], [4.091, 1.816, -2.080], [3.443, 1.429, -1.085], [3.459, 1.972, -3.438], [5.458, 3.015, -1.042], [6.094, 2.521, -2.609], [5.907, 1.268, -1.408], [2.794, 1.158, -3.644], [4.198, 2.180, -4.155], [2.837, 2.846, -3.304]]}

(4)
{"formula": "C33H58Cl2CsNO7S2Si2", "method": "wB97M-V/def2-TZVPD", "e_lumo_ev": 3.791, "fmax_ev_per_a": 0.7, "charge": -2, "homo_ev": -2.426, "energy_ha": -4190.13869, "elements": ["Cs", "C", "C", "C", "C", "O", "Si", "S", "O", "C", "C", "C", "C", "O", "C", "C", "C", "C", "H", "H", "H", "H", "H", "H", "H", "H", "H", "H", "H", "H", "H", "H", "H", "H", "H", "H", "H", "H", "H", "H", "H", "H", "H", "H", "H", "C", "C", "C", "C", "O", "Si", "S", "O", "C", "C", "C", "C", "O", "C", "C", "C", "C", "H", "H", "H", "H", "H", "H", "H", "H", "H", "H", "H", "H", "H", "H", "H", "H", "H", "H", "H", "H", "H", "H", "H", "H", "H", "H", "H", "Cl", "C", "C", "C", "Cl", "C", "C", "C", "C", "N", "C", "C", "O", "H", "H", "H", "H"], "xyz": [[0.514, 0.286, -0.194], [0.095, -3.235, 2.786], [0.756, -3.980, 1.626], [-0.305, -4.365, 0.598], [1.485, -5.225, 2.135], [1.655, -3.114, 0.941], [3.167, -2.554, 1.309], [3.563, -0.901, 0.181], [4.270, -3.812, 1.150], [4.867, -4.344, -0.020], [6.095, -3.512, -0.392], [5.292, -5.766, 0.345], [3.883, -4.386, -1.190], [3.141, -2.398, 2.961], [4.128, -2.041, 3.908], [5.408, -1.498, 3.277], [3.499, -0.980, 4.810], [4.450, -3.304, 4.713], [-0.587, -3.896, 3.329], [-0.473, -2.389, 2.397], [0.857, -2.862, 3.468], [-0.984, -5.120, 1.003], [0.181, -4.762, -0.297], [-0.884, -3.482, 0.319], [0.787, -5.892, 2.647], [2.277, -4.936, 2.830], [1.946, -5.763, 1.303], [6.860, -3.596, 0.385], [5.798, -2.467, -0.487], [6.517, -3.856, -1.341], [5.927, -5.742, 1.234], [5.849, -6.225, -0.477], [4.414, -6.378, 0.565], [3.647, -3.372, -1.517], [2.951, -4.863, -0.879], [4.312, -4.947, -2.023], [5.181, -0.670, 2.605], [5.901, -2.274, 2.686], [6.088, -1.160, 4.062], [3.266, -0.091, 4.222], [4.173, -0.708, 5.627], [2.567, -1.364, 5.230], [4.756, -4.094, 4.025], [3.562, -3.638, 5.256], [5.256, -3.116, 5.428], [-3.095, -0.035, -3.664], [-3.499, 1.023, -2.634], [-4.091, 0.352, -1.399], [-4.514, 1.994, -3.242], [-2.333, 1.702, -2.188], [-1.463, 2.963, -2.810], [0.426, 2.937, -2.041], [-2.342, 4.368, -2.563], [-2.482, 5.133, -1.375], [-1.300, 6.095, -1.242], [-3.779, 5.923, -1.545], [-2.578, 4.241, -0.137], [-1.628, 2.788, -4.456], [-1.199, 3.572, -5.551], [-0.275, 4.721, -5.156], [-0.473, 2.626, -6.507], [-2.460, 4.136, -6.213], [-3.978, -0.498, -4.113], [-2.498, -0.812, -3.182], [-2.497, 0.433, -4.447], [-4.969, -0.243, -1.663], [-4.383, 1.111, -0.669], [-3.346, -0.292, -0.928], [-5.422, 1.457, -3.528], [-4.090, 2.481, -4.122], [-4.774, 2.768, -2.517], [-1.307, 6.822, -2.059], [-0.372, 5.522, -1.287], [-1.350, 6.631, -0.291], [-3.751, 6.471, -2.489], [-3.905, 6.635, -0.724], [-4.636, 5.247, -1.562], [-1.618, 3.757, 0.054], [-3.322, 3.456, -0.291], [-2.861, 4.833, 0.737], [0.567, 4.350, -4.570], [-0.810, 5.447, -4.539], [0.092, 5.219, -6.057], [0.411, 2.220, -6.012], [-0.168, 3.146, -7.419], [-1.131, 1.796, -6.772], [-3.034, 4.689, -5.466], [-3.081, 3.323, -6.598], [-2.200, 4.807, -7.036], [-4.120, -2.587, 1.245], [-3.519, -1.331, 2.297], [-4.190, -1.087, 3.488], [-3.746, -0.121, 4.356], [-4.628, 0.143, 5.852], [-2.600, 0.642, 4.060], [-2.070, 1.645, 4.903], [-0.950, 2.329, 4.524], [-0.348, 2.018, 3.293], [-0.809, 1.092, 2.490], [-1.912, 0.395, 2.836], [-2.355, -0.632, 1.882], [-1.735, -0.863, 0.818], [-5.068, -1.669, 3.733], [-2.566, 1.853, 5.842], [-0.524, 3.100, 5.154], [0.540, 2.549, 2.962]]}

(5)
{"formula": "C12H13N7O4", "method": "wB97M-V/def2-TZVPD", "e_lumo_ev": -1.866, "e_above_lowest_ev": 1.899, "fmax_ev_per_a": 12.6, "homo_ev": -7.836, "energy_ha": -1149.00542, "elements": ["C", "C", "C", "C", "C", "C", "N", "C", "H", "H", "H", "H", "H", "H", "H", "H", "H", "H", "H", "O", "N", "O", "C", "C", "C", "N", "O", "O", "C", "N", "N", "N", "N", "C", "H", "H"], "xyz": [[-2.797, -0.565, 3.001], [-1.398, -0.086, 2.996], [-0.977, 1.223, 3.001], [0.422, 1.225, 2.995], [0.846, -0.083, 2.992], [2.249, -0.550, 3.001], [-0.276, -0.893, 2.988], [-0.293, -2.358, 2.997], [-3.499, 0.270, 3.001], [-2.998, -1.177, 2.121], [-2.993, -1.172, 3.886], [-1.615, 2.092, 3.019], [1.058, 2.096, 2.987], [2.941, 0.294, 3.003], [2.451, -1.153, 3.887], [2.460, -1.158, 2.120], [0.718, -2.759, 2.997], [-0.808, -2.719, 3.885], [-0.813, -2.732, 2.116], [-1.494, 3.661, -3.819], [-1.032, 4.367, -2.920], [-1.338, 5.555, -2.786], [-0.093, 3.793, -1.975], [0.439, 4.559, -0.984], [1.334, 4.023, -0.036], [1.862, 4.889, 1.004], [1.783, 6.110, 0.851], [2.367, 4.364, 2.000], [1.712, 2.719, -0.078], [1.220, 1.885, -1.072], [1.467, 0.576, -1.316], [0.701, 0.559, -2.312], [-0.040, 1.446, -2.892], [0.293, 2.428, -2.044], [0.172, 5.603, -0.915], [2.388, 2.318, 0.655]]}

(6)
{"formula": "C6H16N", "method": "wB97M-V/def2-TZVPD", "e_lumo_ev": -5.110, "e_above_lowest_ev": 3.595, "fmax_ev_per_a": 2.2, "charge": 1, "homo_ev": -13.911, "energy_ha": -292.59211, "elements": ["C", "C", "C", "C", "C", "C", "N", "H", "H", "H", "H", "H", "H", "H", "H", "H", "H", "H", "H", "H", "H", "H", "H"], "xyz": [[-1.168, -1.692, 0.768], [-0.675, -0.365, 1.192], [0.596, 0.054, 0.861], [-0.478, 1.786, 0.619], [1.434, -0.341, -0.315], [2.731, 0.540, -0.431], [-2.151, -0.117, -1.972], [-0.573, -2.080, -0.065], [-0.963, -2.463, 1.518], [-2.193, -1.757, 0.408], [-1.222, 0.152, 1.970], [1.148, 0.725, 1.515], [-0.361, 2.016, 1.666], [0.244, 2.227, -0.060], [-1.474, 1.659, 0.216], [1.833, -1.352, -0.228], [0.874, -0.285, -1.247], [2.668, 1.300, 0.346], [3.569, -0.085, -0.126], [2.934, 0.852, -1.448], [-2.575, 0.330, -2.777], [-1.585, -0.918, -2.221], [-1.469, 0.568, -1.664]]}

(7)
{"formula": "C22H33HgNO3P2", "method": "wB97M-V/def2-TZVPD", "e_lumo_ev": -7.677, "e_above_lowest_ev": 0.799, "fmax_ev_per_a": 3.7, "charge": 2, "homo_ev": -12.533, "energy_ha": -1974.11176, "elements": ["C", "C", "H", "H", "C", "C", "H", "H", "C", "H", "H", "H", "C", "H", "H", "H", "Hg", "O", "C", "O", "C", "O", "N", "C", "C", "H", "H", "H", "H", "C", "C", "H", "H", "H", "C", "P", "C", "C", "C", "C", "C", "C", "C", "P", "C", "C", "H", "H", "H", "H", "H", "H", "H", "H", "H", "H", "H", "H", "H", "H", "H", "H"], "xyz": [[-1.397, -1.960, -6.744], [-1.379, -1.171, -8.045], [-1.693, -2.970, -7.058], [-2.164, -1.597, -5.998], [-1.314, 0.134, -7.971], [-0.911, 0.638, -6.572], [-1.740, 0.523, -5.865], [-0.911, 1.752, -6.758], [-1.455, -1.891, -9.361], [-1.241, -2.952, -9.202], [-0.721, -1.488, -10.087], [-2.465, -1.764, -9.785], [-1.625, 0.982, -9.259], [-2.601, 0.781, -9.778], [-0.903, 0.842, -10.107], [-1.639, 2.064, -9.075], [-0.352, -0.664, -0.655], [0.012, -1.004, -3.378], [0.428, -0.183, -4.196], [-0.068, 1.433, -1.997], [0.964, 1.578, -2.648], [1.888, 2.503, -2.421], [1.320, 0.807, -3.764], [3.014, 2.328, -3.377], [2.484, 1.408, -4.449], [3.833, 1.864, -2.827], [3.302, 3.325, -3.707], [3.220, 0.639, -4.713], [2.189, 2.001, -5.334], [0.099, -0.242, -5.794], [-0.111, -1.801, -6.120], [1.073, 0.057, -6.156], [0.007, -2.501, -5.210], [0.720, -2.136, -6.762], [-3.100, 0.387, 1.692], [-1.377, 0.794, 1.283], [-1.309, 2.556, 0.902], [-0.464, 0.514, 2.840], [-0.520, 1.393, 3.931], [0.175, 1.079, 5.097], [0.940, -0.083, 5.182], [1.020, -0.952, 4.093], [0.315, -0.668, 2.918], [0.308, -1.764, 1.458], [1.942, -2.516, 1.372], [-0.878, -3.064, 1.921], [-3.723, 0.502, 0.795], [-3.449, 1.059, 2.484], [-3.136, -0.652, 2.042], [-0.804, 3.098, 1.708], [-0.748, 2.651, -0.035], [-2.322, 2.957, 0.768], [-1.097, 2.316, 3.856], [0.111, 1.759, 5.940], [1.476, -0.316, 6.098], [1.638, -1.843, 4.158], [2.119, -3.165, 2.241], [1.999, -3.107, 0.447], [2.707, -1.727, 1.341], [-0.521, -3.545, 2.843], [-1.873, -2.625, 2.099], [-0.941, -3.801, 1.108]]}